The following is a DFT calculation (the ωB97M-V functional and the def2-TZVPD basis) of a structure of composition C17H32MgN2O6.

Structure (XYZ):
```
58
Properties=species:S:1:pos:R:3:forces:R:3
Mg 0.380219 -0.047556 0.324565 -0.4 0.3 0.1
C 2.038692 2.316116 -0.637932 -0.3 0.3 0.1
C 1.535468 2.606477 0.769901 0.3 0.0 -0.1
O 0.228631 2.023783 0.926350 -0.1 0.1 0.1
C -0.804707 2.869370 0.387828 -0.2 0.1 -0.2
C -1.729190 2.048639 -0.488404 0.1 0.1 0.2
O -0.919241 1.133325 -1.231590 0.0 0.1 0.0
C -1.687434 0.289588 -2.092454 -0.2 -0.2 0.1
C -2.631538 -0.564623 -1.250555 0.0 0.2 -0.1
O -1.883003 -0.844497 -0.078856 -0.1 0.0 0.1
C -2.543822 -1.600819 0.922697 0.1 -0.2 0.1
C -1.461077 -1.846672 1.978727 -0.3 0.1 -0.1
O -0.177444 -1.844043 1.349187 0.0 -0.4 0.2
C 0.050764 -3.004260 0.538400 0.1 0.0 -0.2
C 1.238552 -2.729404 -0.358116 -0.1 -0.2 0.3
O 1.027649 -1.456011 -0.991238 0.0 -0.4 -0.3
C 2.021445 -1.119729 -1.967405 0.3 0.2 -0.1
C 1.999899 0.394646 -2.136324 -0.1 -0.2 -0.1
O 1.870751 0.908681 -0.813012 0.4 0.0 -0.2
H 3.087037 2.602367 -0.745753 0.0 0.0 0.0
H 1.447723 2.854428 -1.385282 0.0 -0.1 0.0
H 1.507094 3.679216 0.959865 -0.1 0.0 0.0
H 2.180559 2.146930 1.513022 -0.1 0.0 0.0
H -0.354480 3.671145 -0.197043 0.1 0.0 0.0
H -1.368686 3.316401 1.206798 0.0 0.0 0.0
H -2.277559 2.707494 -1.164815 -0.1 0.0 0.0
H -2.437702 1.505430 0.139251 0.0 -0.1 -0.1
H -0.968425 -0.353077 -2.597823 0.0 0.1 0.0
H -2.233327 0.875670 -2.833346 0.0 0.0 0.0
H -2.897983 -1.485222 -1.774693 0.0 0.0 0.0
H -3.554681 -0.032680 -1.004495 0.0 0.0 0.1
H -2.942674 -2.528427 0.503300 0.0 0.0 -0.1
H -3.375071 -1.040011 1.358192 0.0 0.0 0.0
H -1.629153 -2.782803 2.512409 0.0 0.0 0.0
H -1.443945 -1.028389 2.696760 0.0 -0.1 0.0
H -0.831102 -3.217579 -0.069243 0.0 0.0 0.0
H 0.265977 -3.868354 1.170367 0.0 0.0 0.0
H 1.321593 -3.519543 -1.106290 0.0 0.0 0.0
H 2.156806 -2.694349 0.234929 0.0 0.1 -0.1
H 1.822240 -1.625374 -2.913574 -0.1 0.0 0.0
H 3.003430 -1.448487 -1.612386 -0.1 0.0 0.1
H 1.154811 0.720215 -2.747844 0.0 0.1 0.1
H 2.925743 0.732995 -2.605319 0.0 0.0 0.0
C 5.649903 -0.590094 2.056063 0.0 0.1 -0.1
C 4.182470 -0.518253 2.287615 -0.1 0.1 0.0
C 3.434994 -0.538375 3.443740 0.0 -0.1 0.0
C 2.098870 -0.375949 3.046268 0.1 0.0 0.1
N 2.014429 -0.255282 1.720808 0.2 0.1 0.2
N 3.298238 -0.338882 1.284306 0.2 -0.2 0.1
C 0.909661 -0.318010 3.941206 0.0 -0.1 -0.1
H 6.156235 -0.952691 2.946105 0.0 0.0 0.0
H 6.042842 0.402104 1.826234 0.0 0.0 0.0
H 5.895909 -1.250193 1.223738 0.0 0.0 0.0
H 3.802326 -0.662724 4.448644 0.0 0.0 0.0
H 3.514924 -0.193944 0.316485 -0.1 0.1 -0.1
H 1.204242 0.057371 4.918421 0.0 0.0 0.0
H 0.484791 -1.312683 4.087047 0.0 0.0 0.0
H 0.142226 0.342698 3.534465 0.0 0.0 0.0
```
Forces are in eV/Å.

Calculated values
Total charge: +2
Energy relative to the best compared isomer or geometry (same formula, charge and spin) (kcal/mol): 0.0
HOMO-LUMO gap (Eh): 0.38344
DFT total energy (a.u.): -1427.5753

=====

The following is a DFT calculation (the ωB97M-V functional and the def2-TZVPD basis) of a structure of composition C17H33As3N4O6W at a distorted geometry.

Structure (XYZ):
```
64
Properties=species:S:1:pos:R:3:forces:R:3
W -0.093007 -0.568741 0.963628 1.1 1.3 -2.5
N -1.252878 0.059463 4.510340 0.0 -0.1 0.3
N 0.067637 0.233483 4.080601 0.1 -0.5 -0.3
C 0.491453 -0.487866 3.048970 0.9 0.6 3.2
O 1.478799 -0.166926 2.308438 0.1 0.2 0.5
O -0.229552 -1.512508 2.616658 -0.5 -0.3 0.4
H -1.738899 0.946534 4.446201 0.0 0.0 -0.1
H -1.271970 -0.259537 5.471570 0.1 0.0 0.0
H 0.643681 0.996848 4.410578 0.1 0.0 0.0
C -3.662516 -1.454012 0.780710 0.4 0.2 0.3
As -2.065293 -1.262444 -0.329735 -2.7 -1.5 -1.8
C -2.858232 -0.248621 -1.814554 0.5 0.4 0.3
C -1.984624 -3.023293 -1.253936 0.4 0.1 0.2
C -1.006504 -4.084510 -0.726901 0.0 0.1 0.1
C -1.151739 -4.260176 0.789513 0.0 -0.1 -0.2
C 0.445573 -3.752577 -1.096024 -0.3 0.4 0.1
As 1.345434 -2.173794 -0.264222 1.5 -2.9 -1.6
C 2.355312 -3.016051 1.188659 -0.1 0.3 0.3
C 2.785339 -2.062123 -1.598971 -0.2 0.7 0.2
C -1.364875 -5.442202 -1.367998 0.0 -0.1 -0.3
As -1.611580 -5.832627 -3.329030 0.0 0.1 0.2
C -3.243050 -4.798902 -3.721532 0.0 0.0 -0.1
C -0.335850 -4.626366 -4.229240 -0.1 -0.1 -0.1
H -3.463322 -2.124624 1.614957 0.0 0.0 0.0
H -4.490547 -1.835432 0.188549 0.1 0.0 -0.2
H -3.924807 -0.473563 1.177493 0.0 0.0 0.0
H -3.745189 -0.777190 -2.155233 0.0 -0.1 0.1
H -2.153205 -0.147148 -2.637667 0.0 0.0 0.0
H -3.145468 0.744450 -1.470668 0.0 0.0 0.0
H -1.762010 -2.811855 -2.301129 0.0 0.1 0.0
H -2.998258 -3.424028 -1.216475 -0.1 0.1 0.1
H -0.920408 -3.347104 1.338922 0.0 0.1 0.1
H -0.487948 -5.048766 1.147741 0.0 0.0 0.0
H -2.173006 -4.551698 1.039284 0.0 0.0 0.0
H 0.523915 -3.600650 -2.171671 0.1 0.1 0.0
H 1.086587 -4.600391 -0.845957 0.1 0.1 0.1
H 2.820269 -3.936870 0.843639 -0.1 0.0 -0.2
H 1.696258 -3.230589 2.026801 0.0 -0.1 0.0
H 3.128681 -2.325840 1.523058 0.0 0.0 0.0
H 3.172266 -3.070951 -1.721585 -0.1 -0.1 0.1
H 3.583369 -1.409651 -1.249532 0.0 0.0 0.0
H 2.410637 -1.708586 -2.557990 -0.1 0.0 0.0
H -2.318495 -5.773116 -0.944790 0.0 0.0 0.0
H -0.628697 -6.181893 -1.041527 0.0 0.0 0.0
H -4.000654 -4.972777 -2.957200 0.0 0.0 0.0
H -3.640474 -5.175561 -4.663220 0.0 0.0 0.0
H -3.072322 -3.728140 -3.833003 0.0 0.0 0.0
H 0.691644 -4.882496 -3.972010 0.0 0.0 0.0
H -0.520470 -3.564727 -4.053446 0.0 0.0 0.0
H -0.455956 -4.810659 -5.297011 0.0 0.0 0.0
O -0.531503 5.411957 0.337858 -0.2 0.3 0.2
C 0.122954 4.942478 -0.704607 0.2 -0.3 -0.2
O 0.544653 5.627239 -1.587644 0.0 0.0 0.0
C 0.364980 3.453029 -0.782283 -0.3 0.0 0.4
C 1.141047 2.881173 -1.767767 0.1 0.2 -0.2
N 1.149712 1.560465 -1.571354 0.1 -0.3 0.0
N 0.413620 1.198854 -0.515280 -0.4 0.2 0.7
C -0.067507 2.364130 -0.018461 0.4 -0.2 -0.6
C -0.866730 2.244246 1.211202 0.0 0.4 -0.1
O -1.299075 3.137710 1.877689 0.0 0.1 0.0
O -1.036506 0.956943 1.509409 -1.4 1.1 0.3
H -0.845806 4.748579 0.975042 0.1 -0.2 0.0
H 1.664708 3.362166 -2.579961 0.0 -0.1 0.0
H 1.638106 0.871236 -2.120396 0.0 0.0 0.0
```
Forces are in eV/Å.

Calculated values
Spin multiplicity: 3
Total charge: +2
Energy relative to the best compared isomer or geometry (same formula, charge and spin) (kcal/mol): 0.3
HOMO-LUMO gap (spin up / spin down) (Eh): 0.19916 / 0.19575
DFT total energy (a.u.): -8111.8832

=====

DFT total energy of number 2 (C17H33As3N4O6W)?
-8111.8832 a.u.